1.
{
  "formula": "C2H6ClO",
  "method": "wB97M-V/def2-TZVPD",
  "elements": ["H", "C", "C", "Cl", "H", "H", "H", "H", "O", "H"],
  "positions_angstrom": [[-0.8038, -1.0651, 1.6564], [-0.0694, 0.9722, -0.6106], [0.9492, 0.0353, -1.0907], [2.0151, 0.3307, -2.4950], [-1.0960, 0.8682, -0.9420], [0.1681, 1.6688, 0.1851], [1.7140, -0.0855, -0.3104], [0.4532, -0.8837, -1.4347], [-1.3564, -1.2927, 2.4380], [-1.9742, -0.5483, 2.6040]],
  "forces_ev_per_a": [[-0.8, 0.0, 0.9], [0.0, 0.3, -0.2], [0.0, -0.9, 0.7], [0.2, 0.9, -0.9], [0.1, 0.2, 0.0], [-0.1, 0.0, -0.2], [-0.6, -0.5, -0.1], [0.3, 0.0, 0.7], [0.0, 0.6, -0.5], [0.8, -0.6, -0.4]],
  "lowdin_charge": [0.03, -0.02, -0.70, 0.50, 0.05, 0.05, 0.06, 0.06, -0.08, 0.05],
  "lumo_ha": [0.0267, -0.0364],
  "spin_multiplicity": 2,
  "s_squared": 0.754,
  "homo_ev": [-9.3, -10.8]
}

***

2.
{
  "formula": "C2H6ClO3P",
  "method": "wB97M-V/def2-TZVPD",
  "elements": ["C", "C", "O", "O", "O", "P", "Cl", "H", "H", "H", "H", "H", "H"],
  "positions_angstrom": [[-1.1383, 0.1494, -1.3011], [0.4736, 0.4215, 1.5171], [-0.5330, -2.2731, 1.6366], [-1.2558, -0.7912, -0.3038], [2.0375, -0.6785, -1.4766], [-0.2094, -1.1320, 0.8145], [2.4963, 0.7864, -1.1214], [-2.1563, 0.7982, -1.2689], [-1.0635, -0.2900, -2.2443], [-0.2543, 0.7361, -1.1180], [0.7165, 0.3262, 2.5693], [1.2635, 0.8480, 0.8026], [-0.3765, 1.0990, 1.4941]],
  "forces_ev_per_a": [[-2.3, 3.4, 0.4], [-0.2, 0.1, -1.2], [-0.1, -0.7, 0.6], [-0.4, -1.9, 1.6], [-1.2, -1.4, 0.5], [1.3, 1.6, -1.1], [0.6, 1.3, 0.1], [2.5, -1.3, -0.1], [0.1, -0.9, -1.4], [0.1, 0.7, -0.3], [0.6, -0.4, -0.1], [-0.8, -0.7, 1.3], [-0.2, 0.2, -0.2]],
  "lowdin_charge": [-0.14, -0.17, -0.26, -0.28, -0.79, 0.77, 0.53, 0.15, 0.07, 0.03, 0.06, -0.02, 0.05],
  "lumo_ha": [-0.0435, -0.0814],
  "homo_ev": [-9.3, -7.7]
}

***

3.
{
  "formula": "C2H6ClOP",
  "method": "wB97M-V/def2-TZVPD",
  "elements": ["C", "C", "O", "P", "Cl", "H", "H", "H", "H", "H", "H"],
  "positions_angstrom": [[1.3045, -0.5725, -0.6997], [0.5279, 1.1010, 0.6990], [1.4437, 0.1750, 0.4793], [-2.0311, -1.0627, 0.4918], [-2.8503, -0.0790, -1.0547], [2.1470, -1.2603, -0.7489], [1.2835, 0.0705, -1.5853], [0.3509, -1.1298, -0.6464], [-0.1033, 1.4698, -0.0903], [0.5462, 1.5491, 1.6742], [-2.6189, -0.2611, 1.4809]],
  "forces_ev_per_a": [[-0.4, -0.4, -0.4], [-0.9, -0.3, 0.2], [0.6, 0.1, 0.3], [0.7, -0.3, 0.7], [-0.4, 0.5, -0.8], [-0.1, 0.1, 0.0], [0.1, 0.0, 0.1], [0.4, 0.1, -0.1], [0.0, 0.0, -0.3], [0.1, 0.1, 0.1], [-0.1, 0.2, 0.3]],
  "lowdin_charge": [-0.12, -0.07, -0.19, 0.30, -0.01, 0.09, 0.10, 0.01, 0.05, 0.06, -0.22],
  "lumo_ha": [-0.0354, 0.0260],
  "homo_ev": [-7.2, -8.1]
}

***

Q: Number 2 is which compound?
A: C2H6ClO3P